1.
{"formula": "C4H4BrNO", "method": "ωB97M-V/def2-TZVPD", "homo_ev": -8.21, "de_lowest_ev": 5.7950, "gap_ev": 8.69, "multiplicity": 1, "total_charge": 0, "e_lumo_ev": 0.48, "symbols": ["C", "C", "C", "C", "N", "O", "Br", "H", "H", "H", "H"], "xyz": [[0.483, -2.299, -0.088], [1.226, -0.002, -0.353], [-1.726, 0.054, 0.331], [0.308, 1.194, -0.112], [0.780, -1.146, -0.051], [-1.144, 1.019, -0.246], [-3.553, 0.293, 0.016], [0.227, -2.833, 0.783], [2.202, 0.145, -0.154], [0.662, 1.586, 0.880], [0.536, 1.989, -1.007]]}

2.
{"formula": "C5H26N2O7", "method": "ωB97M-V/def2-TZVPD", "homo_ev": [-13.66, -13.55], "de_lowest_ev": 0.0000, "gap_ev": [11.07, 5.07], "multiplicity": 2, "total_charge": 1, "e_lumo_ev": [-2.59, -8.48], "symbols": ["C", "N", "C", "C", "O", "C", "N", "C", "H", "H", "H", "H", "H", "H", "H", "H", "H", "H", "H", "H", "H", "H", "H", "H", "O", "H", "H", "O", "H", "H", "O", "H", "H", "O", "H", "H", "O", "H", "H", "O"], "xyz": [[0.686, 0.172, -2.202], [-0.309, 0.005, -1.084], [-0.149, 0.971, 0.032], [-0.413, 2.457, -0.343], [0.129, 3.008, 0.875], [-1.098, 0.435, 1.086], [-0.760, 0.915, 2.432], [0.259, -0.813, -3.338], [1.636, -0.272, -1.865], [0.851, 1.191, -2.556], [-1.255, 0.127, -1.481], [0.871, 0.880, 0.432], [-1.454, 2.721, -0.593], [0.358, 2.812, -1.021], [-0.346, 2.640, 1.689], [-1.135, -0.663, 1.081], [-2.134, 0.665, 0.837], [-1.491, 0.888, 3.121], [0.160, 0.638, 2.727], [0.153, -1.840, -2.938], [1.091, -0.775, -4.044], [-0.650, -0.654, -3.916], [1.344, -1.217, 2.716], [1.308, -2.542, 3.385], [0.919, -2.087, 2.628], [0.397, -1.838, -0.407], [0.894, -3.075, 0.497], [0.529, -2.787, -0.351], [2.882, 3.548, 1.013], [1.579, 2.847, 1.477], [2.585, 2.844, 1.595], [-3.355, -1.672, -2.191], [-3.570, -0.608, -1.177], [-3.647, -0.745, -2.126], [-2.205, -3.824, -0.509], [-1.153, -2.686, -0.493], [-2.011, -2.954, -0.886], [3.278, -0.128, 1.627], [2.677, 1.197, 2.114], [2.552, 0.219, 2.153]]}

3.
{"formula": "C9H25AsBF4P2Pt", "method": "ωB97M-V/def2-TZVPD", "homo_ev": -12.37, "de_lowest_ev": 1.4357, "gap_ev": 7.53, "multiplicity": 1, "total_charge": 1, "e_lumo_ev": -4.84, "symbols": ["Pt", "C", "P", "C", "C", "C", "P", "C", "C", "H", "H", "H", "H", "H", "H", "H", "H", "H", "H", "H", "H", "H", "H", "H", "H", "C", "As", "C", "C", "H", "H", "H", "H", "H", "H", "H", "H", "H", "F", "B", "F", "F", "F"], "xyz": [[-0.034, -0.129, 0.157], [-2.204, 1.985, -1.148], [-0.636, 1.964, -0.269], [-0.883, 2.921, 1.229], [0.589, 2.843, -1.291], [1.953, 2.498, -0.692], [1.942, 0.700, -0.376], [3.161, 0.340, 0.894], [2.540, -0.101, -1.874], [-2.431, 3.026, -1.389], [-3.003, 1.588, -0.521], [-2.141, 1.400, -2.064], [-1.349, 3.872, 0.962], [0.072, 3.081, 1.725], [-1.510, 2.368, 1.929], [0.389, 3.915, -1.324], [0.495, 2.458, -2.310], [2.108, 2.984, 0.273], [2.783, 2.781, -1.340], [4.094, 0.825, 0.597], [3.333, -0.733, 0.981], [2.806, 0.721, 1.849], [3.569, 0.223, -2.048], [1.920, 0.176, -2.726], [2.524, -1.185, -1.767], [-2.668, -2.727, 0.739], [-1.096, -2.361, -0.326], [-1.677, -2.719, -2.131], [0.030, -3.884, 0.070], [-3.029, -3.730, 0.517], [-3.445, -2.000, 0.513], [-2.395, -2.643, 1.789], [-2.147, -3.700, -2.172], [-0.819, -2.699, -2.800], [-2.393, -1.962, -2.444], [-0.582, -4.784, 0.077], [0.491, -3.748, 1.045], [0.799, -3.976, -0.695], [0.720, 0.923, 2.648], [-0.240, 0.088, 3.329], [-1.481, 0.730, 3.280], [-0.347, -1.112, 2.522], [0.193, -0.216, 4.584]]}

4.
{"formula": "CH3FN2OS", "method": "ωB97M-V/def2-TZVPD", "homo_ev": [-6.92, -9.88], "de_lowest_ev": 0.7724, "gap_ev": [7.61, 6.87], "multiplicity": 3, "total_charge": 0, "e_lumo_ev": [0.68, -3.00], "symbols": ["C", "N", "N", "O", "F", "S", "H", "H", "H"], "xyz": [[0.457, -0.171, 0.108], [-0.962, -0.583, -0.077], [-2.038, 0.157, 0.312], [-1.832, 0.996, 1.141], [0.637, 0.298, 1.337], [-3.511, -0.311, -0.212], [0.743, 0.500, -0.762], [1.020, -1.114, -0.024], [-1.051, -1.397, -0.746]]}